Entry 1:
99
Properties=species:S:1:pos:R:3 method="wB97M-V/def2-TZVPD" s2=1.067 spin_multiplicity=2 homo_lumo_gap_ev="5.83 / 6.73" charge=+1
Re 0.855 -1.673 0.590
C 4.065 -2.378 0.856
N 2.811 -2.659 1.570
C 2.721 -4.141 1.662
C 1.309 -4.718 1.761
C 0.592 -4.738 0.394
N 0.901 -3.552 -0.379
C 1.407 -3.734 -1.558
C 1.938 -2.764 -2.450
C 2.325 -3.201 -3.735
C 2.831 -2.340 -4.670
C 2.948 -0.979 -4.360
C 2.638 -0.522 -3.109
C 2.161 -1.392 -2.093
O 2.023 -0.920 -0.912
C 2.887 -2.076 2.926
C 3.175 -0.565 2.997
C 2.571 0.364 1.921
N 1.214 0.069 1.548
C 0.431 1.233 1.244
C -1.061 1.001 1.165
C -1.936 1.906 1.738
C -3.289 1.898 1.430
C -3.776 0.991 0.502
C -2.932 0.064 -0.069
C -1.564 0.026 0.264
O -0.800 -0.878 -0.280
H 4.906 -2.834 1.390
H 4.237 -1.311 0.773
H 4.014 -2.786 -0.153
H 3.307 -4.474 2.527
H 3.187 -4.561 0.767
H 0.729 -4.143 2.481
H 1.376 -5.747 2.122
H -0.491 -4.803 0.555
H 0.891 -5.637 -0.161
H 1.457 -4.759 -1.938
H 2.197 -4.247 -3.976
H 3.138 -2.704 -5.636
H 3.293 -0.291 -5.115
H 2.753 0.519 -2.846
H 3.681 -2.580 3.498
H 1.935 -2.290 3.416
H 4.254 -0.405 2.980
H 2.826 -0.231 3.976
H 3.188 0.337 1.010
H 2.653 1.389 2.300
H 0.616 1.992 2.022
H -1.545 2.657 2.412
H -3.948 2.624 1.881
H -4.817 1.009 0.217
H -3.293 -0.646 -0.798
C -3.906 -2.657 1.658
C -3.186 -3.417 2.769
N -2.349 -2.560 3.598
C -2.872 -2.252 4.918
C -3.921 -1.142 4.892
C -1.203 -2.030 3.139
C -0.472 -1.038 3.988
N -0.675 -2.369 2.000
H -4.506 -3.350 1.076
H -3.201 -2.159 0.999
H -4.564 -1.899 2.072
H -2.579 -4.227 2.349
H -3.927 -3.879 3.423
H -2.050 -1.968 5.574
H -3.308 -3.171 5.323
H -3.572 -0.304 4.295
H -4.110 -0.798 5.904
H -4.859 -1.493 4.474
H -0.028 -1.513 4.863
H -1.139 -0.244 4.313
H 0.310 -0.598 3.373
H -1.265 -3.013 1.480
C -1.429 7.031 -3.874
C -1.026 5.697 -4.525
C -2.312 4.979 -4.943
C -0.198 5.965 -5.788
C -0.214 4.896 -3.512
C 1.040 5.369 -3.112
C 1.809 4.763 -2.132
C 1.275 3.648 -1.519
O 1.711 2.926 -0.435
B 0.713 2.017 -0.172
O -0.298 2.114 -1.098
C 0.033 3.151 -1.918
C -0.718 3.743 -2.913
H -2.070 7.592 -4.550
H -0.561 7.640 -3.638
H -1.978 6.850 -2.952
H -2.815 5.565 -5.711
H -2.993 4.873 -4.100
H -2.096 3.996 -5.355
H -0.748 6.622 -6.456
H 0.004 5.034 -6.311
H 0.751 6.439 -5.560
H 1.426 6.270 -3.564
H 2.761 5.167 -1.829
H -1.679 3.334 -3.168

Entry 2:
21
Properties=species:S:1:pos:R:3 method="wB97M-V/def2-TZVPD" smiles="CN[C@H](c1ccsc1)[P@@](=O)([O-])O" spin_multiplicity=1 homo_lumo_gap_ev=8.11 charge=-1
C 0.449 1.478 -0.902
N 1.273 0.702 -0.030
C 0.800 -0.618 0.072
C -0.835 -0.772 0.667
C -1.894 -1.237 -0.187
C -3.101 -1.279 0.362
S -2.923 -1.023 2.106
C -1.226 -0.676 1.931
P 1.657 -1.582 1.473
O 1.896 -0.619 2.592
O 1.134 -2.912 1.751
O 3.182 -1.759 0.801
H 0.955 2.317 -1.318
H 0.044 0.708 -1.753
H -0.409 1.959 -0.221
H 1.360 1.238 0.809
H 0.654 -1.254 -0.842
H -1.763 -1.502 -1.221
H -4.033 -1.511 0.060
H -0.547 -0.424 2.686
H 3.552 -0.791 0.797

Entry 3:
60
Properties=species:S:1:pos:R:3 method="wB97M-V/def2-TZVPD" spin_multiplicity=1 homo_lumo_gap_ev=8.61 charge=0
O -2.874 -5.516 -18.781
H -3.556 -6.076 -19.153
H -2.338 -6.108 -18.254
O 1.563 0.977 -19.510
H 1.669 0.328 -20.205
H 0.646 0.899 -19.247
O 5.848 -3.229 -21.684
H 5.047 -2.752 -21.467
H 6.052 -2.959 -22.580
O -2.195 -0.492 -20.664
H -1.794 -0.056 -19.912
H -2.435 -1.359 -20.338
O -2.606 -2.815 -19.367
H -1.855 -2.674 -18.790
H -2.872 -3.718 -19.198
O 3.279 -8.342 -16.918
H 3.461 -9.280 -16.862
H 3.630 -7.980 -16.104
O 0.997 -2.343 -22.662
H 1.288 -2.638 -21.799
H 0.301 -2.954 -22.903
O 2.065 -3.366 -19.618
H 2.483 -4.093 -19.155
H 1.231 -3.241 -19.165
O 1.123 -6.960 -19.242
H 2.056 -6.876 -19.047
H 0.683 -6.622 -18.462
O 3.622 -4.916 -17.958
H 4.192 -4.259 -18.359
H 4.123 -5.244 -17.211
O 4.681 -5.279 -15.211
H 4.906 -4.555 -14.627
H 5.086 -6.047 -14.807
O 1.856 0.375 -22.299
H 2.789 0.269 -22.114
H 1.585 -0.470 -22.656
O 0.477 -7.847 -15.875
H 0.295 -7.082 -15.331
H 1.380 -7.724 -16.168
O -0.066 -0.159 -15.758
H -0.820 -0.640 -15.416
H 0.020 0.597 -15.176
O 1.751 -3.678 -15.903
H 2.334 -4.348 -16.262
H 2.190 -3.381 -15.106
O 4.324 1.215 -19.729
H 3.419 1.114 -19.434
H 4.290 1.932 -20.363
O 5.290 -7.833 -18.948
H 4.645 -7.997 -18.259
H 5.950 -7.279 -18.532
O -1.015 1.020 -18.681
H -1.426 0.658 -17.896
H -1.160 1.964 -18.614
O 0.194 -9.450 -20.154
H -0.668 -9.486 -20.567
H 0.387 -8.515 -20.081
O -0.391 -2.278 -17.562
H -0.229 -1.362 -17.336
H -0.043 -2.773 -16.821

Entry 4:
12
Properties=species:S:1:pos:R:3 method="wB97M-V/def2-TZVPD" smiles="NNC(=S)NN" spin_multiplicity=1 homo_lumo_gap_ev=8.98 charge=0
N -0.486 -1.434 -1.799
N 0.007 -0.632 -0.760
C -0.627 0.312 -0.040
S -2.192 0.733 -0.295
N 0.079 0.840 0.995
N 1.439 0.550 1.277
H -0.768 -0.855 -2.547
H -1.321 -1.910 -1.427
H 1.008 -0.785 -0.541
H -0.481 1.388 1.633
H 1.492 0.325 2.281
H 1.851 1.468 1.222

Entry 5:
113
Properties=species:S:1:pos:R:3 method="wB97M-V/def2-TZVPD" spin_multiplicity=1 homo_lumo_gap_ev=6.61 charge=-1
Rb -1.142 1.702 -0.951
F 1.389 -1.382 -5.428
C 0.781 -0.204 -5.125
C -0.200 -0.193 -4.180
C -0.916 1.016 -3.856
C -0.478 2.173 -4.601
C 0.666 2.138 -5.440
F 1.131 3.238 -6.020
C 1.262 0.938 -5.753
C -1.208 3.447 -4.401
C -1.444 4.373 -5.468
C -2.263 5.478 -5.222
C -2.671 5.776 -3.959
C -2.410 4.810 -2.957
N -1.740 3.691 -3.187
H -0.511 -1.085 -3.689
H 2.092 0.868 -6.414
H -1.089 4.161 -6.483
H -2.476 6.153 -6.053
H -3.116 6.719 -3.726
H -2.891 4.741 -1.946
C 0.131 -4.488 5.666
S 1.722 -3.771 5.151
C 1.188 -2.145 4.604
C 0.649 -2.128 3.202
C 1.797 -2.444 2.212
N 2.303 -1.305 1.415
P 1.868 -1.087 -0.248
C 2.926 -2.421 -1.039
C 3.057 -2.264 -2.412
C 3.721 -3.218 -3.188
C 4.329 -4.248 -2.531
C 4.455 -4.307 -1.116
C 3.690 -3.410 -0.393
C 0.167 -1.766 -0.341
C -0.212 -2.683 -1.319
C -1.539 -3.038 -1.417
C -2.463 -2.462 -0.541
C -2.057 -1.538 0.427
C -0.738 -1.171 0.545
P 3.617 -0.286 1.685
C 4.842 -1.540 2.489
C 4.703 -2.107 3.751
C 5.613 -3.052 4.184
C 6.619 -3.524 3.322
C 6.723 -2.962 2.055
C 5.851 -1.972 1.653
C 3.276 0.811 3.156
C 2.044 1.320 3.405
C 1.758 2.208 4.493
C 2.801 2.594 5.287
C 4.143 2.222 4.964
C 4.375 1.345 3.895
H 0.321 -5.208 6.473
H -0.360 -4.909 4.825
H -0.586 -3.738 6.050
H 2.062 -1.552 4.720
H 0.460 -1.696 5.354
H 0.196 -1.162 2.988
H -0.123 -2.891 3.128
H 1.419 -3.175 1.497
H 2.614 -2.883 2.774
H 2.667 -1.357 -2.885
H 3.675 -3.189 -4.295
H 4.811 -5.054 -3.102
H 4.941 -5.045 -0.590
H 3.667 -3.433 0.698
H 0.595 -3.081 -1.930
H -1.833 -3.674 -2.232
H -3.523 -2.685 -0.595
H -2.755 -1.076 1.051
H -0.438 -0.376 1.311
H 3.919 -1.845 4.415
H 5.455 -3.428 5.194
H 7.368 -4.235 3.647
H 7.410 -3.432 1.389
H 5.911 -1.550 0.661
H 1.245 1.149 2.657
H 0.648 2.475 4.571
H 2.613 3.205 6.162
H 4.950 2.528 5.597
H 5.377 0.950 3.749
Cl -5.127 -0.086 5.397
C -3.871 0.706 4.358
C -2.554 0.437 4.698
C -1.529 0.984 4.012
C -1.631 1.751 2.814
O -0.635 2.051 2.115
C -3.079 1.955 2.412
C -3.601 2.723 1.246
O -2.947 3.260 0.384
C -4.138 1.460 3.234
H -2.475 -0.073 5.649
H -0.531 0.735 4.312
H -4.699 2.748 1.091
H -5.161 1.775 2.987
C -4.293 0.095 -3.492
Te -4.997 0.003 -1.497
C -5.462 2.109 -1.789
C -5.339 2.340 -3.288
C -5.749 3.629 -3.768
C -5.478 3.947 -5.081
C -4.852 2.982 -5.914
C -4.547 1.735 -5.464
C -4.803 1.380 -4.127
H -4.707 -0.749 -4.115
H -3.222 0.119 -3.551
H -4.724 2.640 -1.152
H -6.494 2.290 -1.432
H -6.149 4.339 -3.018
H -5.546 4.956 -5.462
H -4.486 3.328 -6.899
H -4.007 1.080 -6.097

Entry 6:
5
Properties=species:S:1:pos:R:3 method="wB97M-V/def2-TZVPD" smiles=C[O-] spin_multiplicity=1 homo_lumo_gap_ev=6.99 charge=-1
C -0.038 -0.261 -0.481
O 0.067 0.381 0.712
H -0.886 0.129 -1.096
H 0.893 -0.227 -1.115
H -0.207 -1.373 -0.412

Entry 7:
126
Properties=species:S:1:pos:R:3 method="wB97M-V/def2-TZVPD" spin_multiplicity=1 homo_lumo_gap_ev=10.12 charge=0
C -5.600 -5.971 3.514
C -4.165 -6.277 3.749
O -3.424 -5.220 3.162
H -5.735 -5.961 2.432
H -5.933 -5.001 3.882
H -6.212 -6.748 3.973
H -3.878 -7.200 3.245
H -3.914 -6.311 4.809
H -3.446 -5.390 2.217
C -2.547 -1.558 8.910
C -2.931 -2.172 7.579
O -1.853 -2.391 6.681
H -1.829 -2.174 9.452
H -3.433 -1.540 9.544
H -2.223 -0.518 8.865
H -3.696 -1.547 7.119
H -3.406 -3.149 7.671
H -2.203 -2.732 5.854
C 4.527 -4.192 5.100
C 3.191 -3.479 4.901
O 2.926 -2.553 5.967
H 5.406 -3.556 4.998
H 4.727 -4.888 4.285
H 4.549 -4.745 6.039
H 2.410 -4.238 4.930
H 3.149 -2.990 3.928
H 1.975 -2.498 6.089
C 4.189 4.347 0.995
C 4.493 5.772 0.553
O 5.794 6.209 0.910
H 4.403 4.355 2.064
H 4.840 3.666 0.447
H 3.172 3.974 0.871
H 3.678 6.389 0.932
H 4.355 5.822 -0.527
H 6.040 6.928 0.323
C -5.551 0.238 2.719
C -6.758 0.548 3.600
O -6.448 1.425 4.607
H -4.708 0.050 3.384
H -5.223 1.081 2.111
H -5.705 -0.556 1.988
H -7.021 -0.432 3.998
H -7.612 0.897 3.019
H -7.265 1.735 5.005
C -1.772 7.620 1.327
C -1.544 6.413 0.451
O -0.926 6.878 -0.729
H -0.834 7.909 1.802
H -2.476 7.466 2.145
H -2.144 8.488 0.784
H -2.514 5.979 0.210
H -0.935 5.701 1.008
H -0.636 6.202 -1.346
C 3.291 -3.864 -5.102
C 3.636 -2.701 -5.931
O 3.670 -1.607 -5.071
H 3.092 -4.737 -5.725
H 2.360 -3.733 -4.550
H 4.052 -4.023 -4.338
H 2.905 -2.573 -6.729
H 4.601 -2.827 -6.423
H 4.028 -0.906 -5.620
C -0.130 4.114 -5.921
C 0.562 3.039 -5.036
O 0.313 3.338 -3.713
H -0.143 3.923 -6.994
H 0.301 5.108 -5.806
H -1.201 4.184 -5.728
H 1.645 3.064 -5.155
H 0.270 2.045 -5.376
H 0.879 2.790 -3.165
C -3.015 -1.877 -6.020
C -2.562 -1.420 -7.383
O -3.548 -0.630 -7.918
H -2.168 -2.266 -5.455
H -3.821 -2.600 -6.145
H -3.377 -1.007 -5.471
H -2.318 -2.317 -7.952
H -1.671 -0.817 -7.207
H -3.244 -0.288 -8.761
C -5.375 2.634 -2.779
C -6.705 2.112 -2.334
O -6.794 0.796 -2.763
H -5.310 3.684 -2.495
H -5.130 2.513 -3.835
H -4.542 2.188 -2.236
H -7.577 2.657 -2.694
H -6.839 2.153 -1.253
H -7.073 0.838 -3.680
C 6.736 2.523 -4.072
C 7.170 2.713 -5.516
O 6.393 1.892 -6.398
H 6.923 1.507 -3.723
H 5.668 2.742 -4.059
H 7.203 3.186 -3.345
H 8.234 2.517 -5.654
H 7.068 3.760 -5.801
H 6.483 2.173 -7.312
C 0.263 -0.323 0.476
C 0.968 -0.841 -0.771
O 2.043 0.027 -0.982
H 0.921 -0.288 1.345
H -0.558 -0.996 0.723
H -0.168 0.666 0.323
H 0.387 -0.844 -1.693
H 1.334 -1.864 -0.684
H 2.404 -0.211 -1.840
C 4.557 -7.927 -1.308
C 5.320 -6.921 -0.479
O 6.689 -6.997 -0.876
H 4.635 -7.759 -2.382
H 3.474 -7.998 -1.207
H 4.900 -8.936 -1.081
H 5.240 -7.236 0.561
H 4.980 -5.900 -0.648
H 7.066 -7.692 -0.331
C 0.195 3.521 5.411
C -1.056 2.664 5.327
O -2.189 3.539 5.253
H 0.259 4.087 4.482
H 1.076 2.889 5.525
H 0.136 4.205 6.259
H -1.134 2.020 6.203
H -1.043 1.987 4.472
H -2.964 3.022 5.022

In order of appearance, energy relative to the best compared isomer or geometry (same formula, charge and spin) = 28.7 27.7 64.0 4.7 34.6 0.5 105.9 kcal/mol.
In order of appearance, E_tot = -2118.30752 -1254.14279 -1528.78104 -658.86379 -4378.85653 -115.09911 -2170.31148 Eh.